{
  "formula": "C3H2NOS2",
  "method": "ωB97M-V/def2-TZVPD",
  "gap_ev": 6.8,
  "relative_energy_kj_mol": 304.2,
  "max_force_ev_per_a": 4.139,
  "total_charge": -1,
  "species": ["S", "S", "O", "N", "C", "C", "C", "H", "H"],
  "positions_angstrom": [[2.40, -0.87, -1.33], [-0.75, 0.51, 1.19], [-1.45, 1.82, 0.90], [-0.18, -1.08, -0.91], [0.90, 0.46, 0.55], [1.00, -0.50, -0.50], [-1.17, -0.68, -0.26], [1.54, 1.22, 0.81], [-2.29, -0.88, -0.44]]
}

{
  "formula": "C3H7FN3",
  "method": "ωB97M-V/def2-TZVPD",
  "gap_ev": 10.1,
  "relative_energy_kj_mol": 523.9,
  "max_force_ev_per_a": 5.445,
  "total_charge": 1,
  "species": ["F", "N", "N", "N", "C", "C", "C", "H", "H", "H", "H", "H", "H", "H"],
  "positions_angstrom": [[-1.82, -2.90, -1.22], [-0.03, -1.34, -0.18], [0.13, -0.53, 0.94], [-2.63, -1.53, 0.63], [-0.01, 0.05, -0.41], [-2.01, -2.12, -0.24], [1.21, 0.72, -0.91], [-0.49, -0.50, 1.66], [1.97, 0.84, -0.26], [0.87, 1.65, -1.36], [-3.67, -1.88, 0.82], [1.74, 0.08, -1.78], [-0.85, 0.62, -0.67], [1.11, -0.58, 1.28]]
}

{
  "formula": "C11H18NO2P",
  "method": "ωB97M-V/def2-TZVPD",
  "gap_ev": [6.5, 6.5],
  "relative_energy_kj_mol": 182.7,
  "max_force_ev_per_a": 3.497,
  "species": ["P", "O", "O", "N", "C", "C", "C", "C", "C", "C", "C", "C", "C", "C", "C", "H", "H", "H", "H", "H", "H", "H", "H", "H", "H", "H", "H", "H", "H", "H", "H", "H", "H"],
  "positions_angstrom": [[1.12, -0.76, -0.31], [1.41, -0.64, -2.02], [1.06, -2.25, -0.11], [-1.29, -0.14, -1.04], [3.47, 1.01, 0.06], [-1.57, -0.79, 1.89], [5.20, -1.18, 0.10], [-2.02, 0.54, -0.22], [4.85, 1.19, 0.28], [-1.83, 2.01, -0.22], [3.00, -0.26, 0.01], [3.85, -1.33, -0.02], [-3.22, -1.63, 0.15], [5.67, 0.07, 0.39], [-2.66, -0.36, 0.83], [-2.94, -1.83, -0.91], [-2.68, 2.49, 0.25], [-0.94, 2.22, 0.37], [6.70, 0.24, 0.27], [-1.11, 0.05, 2.45], [-0.72, 0.35, -1.65], [-3.42, 0.17, 1.44], [-2.66, -2.41, 0.76], [-2.14, -1.38, 2.61], [2.15, -1.29, -2.07], [5.77, -2.06, 0.38], [-1.74, 2.42, -1.24], [3.43, -2.33, -0.24], [2.70, 1.76, -0.04], [-4.29, -1.83, 0.37], [5.17, 2.15, 0.64], [-1.28, -1.16, -0.87], [-0.80, -1.36, 1.46]]
}

{
  "formula": "C3H6NO2",
  "method": "ωB97M-V/def2-TZVPD",
  "gap_ev": [8.1, 8.7],
  "s2": 2.02,
  "multiplicity": 3,
  "relative_energy_kj_mol": 219.3,
  "max_force_ev_per_a": 5.618,
  "total_charge": 1,
  "species": ["O", "O", "N", "C", "C", "C", "H", "H", "H", "H", "H", "H"],
  "positions_angstrom": [[0.60, 0.43, -0.32], [-0.86, -1.77, -0.42], [-1.56, 0.38, 0.21], [-0.30, -0.11, 0.38], [1.99, 0.43, 0.05], [-2.56, 0.86, 0.02], [-0.52, -2.00, -1.26], [2.29, 1.45, -0.05], [2.62, 0.04, -0.69], [2.08, 0.06, 1.06], [-0.19, -0.66, 1.25], [-3.59, 0.89, -0.22]]
}